(1)
# C40H49F32IN2O11

A 5-piece molecular cluster, C40H49F32IN2O11 overall at a distorted geometry (ωB97M-V with the def2-TZVPD basis set, OMol25).

```
135
Properties=species:S:1:pos:R:3:forces:R:3:mulliken_charge:R:1
C 7.893 0.292 5.124 0.4 -0.4 0.3 -0.936
C 6.734 -0.911 5.104 -0.2 0.5 1.0 -0.342
C 5.194 -0.261 5.149 1.7 0.5 1.9 -0.440
O 4.860 0.375 3.872 -1.5 -2.1 1.0 -0.324
C 3.899 -0.386 3.071 1.3 -0.4 -3.2 0.374
N 4.196 0.020 1.646 3.4 3.8 2.0 -0.288
C 5.334 0.774 1.529 -1.0 -0.8 -0.4 0.421
C 6.874 0.135 1.382 -1.6 0.0 -0.2 -0.752
C 5.285 2.445 1.457 -0.6 -0.8 0.5 -0.745
C 4.233 -2.024 2.996 3.2 -1.7 -0.4 0.138
O 5.233 -2.670 2.395 -6.9 4.1 4.6 -0.560
O 3.104 -2.534 3.832 1.7 0.7 -2.7 -0.376
C 1.912 -1.828 3.252 -0.2 -0.7 2.4 -1.266
I 1.943 -2.708 1.202 -0.4 0.8 0.2 0.103
C 0.696 -2.484 4.117 -0.9 -1.2 -0.4 -0.011
C -0.516 -3.155 3.181 -0.7 -0.1 0.7 -0.476
N -1.723 -3.419 4.107 0.1 -0.7 -1.5 -0.558
C 2.265 -0.214 3.394 0.1 -0.2 -0.6 2.068
C 1.593 0.755 2.256 -0.3 0.5 0.1 -0.040
C 0.038 1.196 2.533 0.2 2.0 -1.2 -0.414
O -0.840 0.120 3.020 -2.4 2.1 1.9 0.056
C -1.936 0.651 3.869 0.2 2.7 5.0 0.341
O -1.730 1.309 5.043 -0.1 -4.2 -8.5 -0.518
C -3.549 0.439 3.481 -0.2 0.2 1.3 -0.502
C -4.425 0.684 4.884 0.9 0.0 0.4 -0.711
C 1.873 0.410 4.895 -0.2 -0.7 0.8 -0.447
C 2.370 1.953 5.119 1.3 0.2 0.6 0.196
C 1.195 3.019 5.532 -4.0 0.6 3.3 0.202
O 0.397 2.955 6.601 5.6 0.4 -7.1 -0.427
O 0.974 4.146 4.566 2.0 -3.5 0.9 -0.523
H 7.489 1.325 4.748 0.8 -2.1 0.4 0.213
H 8.289 0.480 6.231 -1.0 -0.5 -2.3 0.321
H 8.852 -0.056 4.507 -2.2 0.9 1.2 0.286
H 6.866 -1.656 4.207 -0.3 1.5 1.8 0.195
H 6.883 -1.483 6.136 -0.5 0.9 -2.4 0.366
H 4.396 -0.999 5.577 1.5 1.2 -1.3 0.253
H 5.277 0.623 5.948 -0.3 -1.8 -1.7 0.279
H 7.086 -0.439 2.379 -0.3 1.2 -2.0 0.036
H 7.636 0.988 1.134 -1.4 -1.8 0.6 0.358
H 6.784 -0.661 0.505 0.3 1.7 1.9 0.300
H 4.901 2.771 2.538 0.9 -0.8 -2.2 0.132
H 4.448 2.797 0.707 1.8 -0.7 1.3 0.138
H 6.339 2.918 1.269 -2.2 -0.9 0.2 0.366
H 0.150 -1.772 4.866 1.3 -1.1 -1.6 -0.092
H 1.147 -3.397 4.740 -0.8 2.2 -1.4 0.499
H -0.223 -4.222 2.763 -0.2 2.6 0.6 0.397
H -0.915 -2.415 2.363 1.4 -1.5 1.3 0.029
H -1.974 -4.445 3.980 0.1 2.1 0.3 0.279
H -2.524 -2.825 3.770 1.1 -1.2 0.5 0.164
H 1.631 0.339 1.159 0.2 0.6 2.4 0.083
H 2.227 1.765 2.254 -1.4 -2.2 -0.1 0.032
H -0.404 1.521 1.472 1.0 -0.7 2.2 -0.034
H -0.080 2.167 3.209 0.4 -2.3 -1.1 0.317
H -3.938 1.263 2.734 1.3 -1.9 1.1 0.307
H -3.763 -0.660 3.136 0.6 2.3 0.3 0.229
H -5.568 0.478 4.730 2.3 0.2 0.2 0.364
H -4.322 1.790 5.288 -0.1 -2.3 -1.1 0.196
H -3.926 -0.004 5.716 -1.7 1.5 -2.0 0.131
H 0.711 0.379 5.107 2.4 0.0 -0.8 -0.093
H 2.357 -0.258 5.759 -1.0 1.4 -2.0 0.463
H 3.128 1.927 6.040 -1.8 0.3 -1.9 0.235
H 3.041 2.313 4.199 -1.7 -0.6 2.0 -0.367
H 1.585 3.953 3.770 -1.3 0.4 1.9 0.374
C 0.122 -0.612 -1.808 0.1 -0.6 1.0 -0.700
C -0.646 -0.988 -3.085 -0.8 0.3 0.7 0.856
C 0.093 -0.699 -4.387 0.2 0.0 -0.9 0.131
F 0.367 0.615 -4.545 -0.2 -0.5 -0.2 -0.294
F -0.664 -1.060 -5.458 -0.2 -0.2 0.2 -0.258
F -1.867 -0.390 -3.065 0.4 -0.1 -0.2 -0.284
F -0.892 -2.335 -3.025 0.5 0.3 -0.3 -0.335
O -0.207 0.653 -1.226 0.6 1.2 -1.4 -0.259
C 0.475 1.777 -1.779 0.6 -1.8 0.9 0.550
C -0.475 2.770 -2.460 -0.7 0.6 -0.6 0.227
F -1.176 2.185 -3.464 0.2 0.1 0.6 -0.199
F 0.213 3.802 -3.018 0.2 -0.4 0.4 -0.285
F 1.461 1.341 -2.599 -0.2 0.9 0.5 -0.272
F 1.100 2.381 -0.733 -0.5 0.2 -0.4 -0.231
H -0.170 -1.344 -1.045 -0.1 0.2 -0.2 0.321
H 1.204 -0.745 -1.914 -0.2 0.1 -0.2 0.450
H 1.031 -1.260 -4.443 0.0 0.0 0.2 0.254
H -1.193 3.181 -1.744 0.2 -0.1 0.1 0.255
C 0.118 -0.848 -8.710 -0.5 -0.2 1.0 -0.710
C -0.477 -0.222 -9.980 0.3 0.9 0.6 0.863
C -0.039 -0.878 -11.285 -0.1 -0.2 -1.1 0.129
F 1.297 -0.802 -11.478 -0.6 0.0 -0.2 -0.243
F -0.611 -0.254 -12.350 -0.2 0.1 0.3 -0.281
F -0.217 1.113 -9.984 0.0 -0.5 -0.2 -0.284
F -1.840 -0.333 -9.884 0.2 -0.4 -0.2 -0.231
O 1.267 -0.195 -8.164 1.1 -0.4 -1.5 -0.383
C 2.516 -0.569 -8.744 -1.5 -1.0 1.1 0.722
C 3.210 0.598 -9.458 0.4 0.8 -0.6 0.228
F 2.439 1.110 -10.451 0.2 -0.2 0.6 -0.207
F 4.372 0.195 -10.040 -0.3 -0.3 0.4 -0.269
F 2.331 -1.645 -9.546 0.8 0.4 0.4 -0.277
F 3.288 -1.001 -7.711 0.0 0.5 -0.5 -0.293
H -0.646 -0.747 -7.928 0.2 0.2 -0.2 0.387
H 0.268 -1.929 -8.805 0.1 0.3 -0.3 0.349
H -0.338 -1.929 -11.320 -0.1 0.0 0.2 0.270
H 3.438 1.407 -8.758 -0.1 -0.2 0.1 0.246
C -4.947 -1.771 -9.295 0.5 0.1 1.0 -0.731
C -4.624 -2.621 -10.533 -0.5 -0.7 0.7 0.906
C -4.811 -1.909 -11.868 0.1 0.1 -1.1 0.165
F -6.088 -1.512 -12.068 0.5 -0.2 -0.2 -0.238
F -4.506 -2.740 -12.901 0.1 -0.1 0.4 -0.287
F -5.342 -3.775 -10.482 0.2 0.4 -0.2 -0.293
F -3.311 -2.998 -10.432 -0.1 0.4 -0.3 -0.288
O -6.250 -1.949 -8.731 -1.0 0.6 -1.5 -0.427
C -7.288 -1.181 -9.337 1.8 0.5 1.1 0.723
C -8.358 -2.053 -10.005 -0.6 -0.6 -0.5 0.206
F -7.827 -2.848 -10.969 -0.1 0.2 0.6 -0.211
F -9.305 -1.288 -10.613 0.4 0.1 0.4 -0.254
F -6.739 -0.276 -10.182 -0.9 -0.1 0.4 -0.267
F -7.849 -0.459 -8.329 -0.2 -0.5 -0.5 -0.295
H -4.264 -2.104 -8.504 -0.2 -0.2 -0.2 0.438
H -4.704 -0.712 -9.438 -0.1 -0.3 -0.2 0.393
H -4.158 -1.035 -11.946 0.0 0.0 0.2 0.237
H -8.853 -2.698 -9.274 0.2 0.2 0.1 0.238
C -1.723 2.369 10.760 0.9 0.6 0.1 -0.775
C -3.226 2.556 11.019 0.2 0.7 -0.8 0.919
C -3.986 1.273 11.338 -0.9 -0.5 0.3 0.055
F -3.937 0.378 10.326 -0.3 0.3 0.5 -0.176
F -5.304 1.538 11.546 0.2 0.3 0.0 -0.287
F -3.782 3.214 9.967 0.0 -0.4 0.3 -0.259
F -3.348 3.401 12.090 0.0 -0.5 0.1 -0.335
O -1.325 2.289 9.388 -1.0 -1.6 -0.2 -0.297
C -1.428 0.995 8.797 1.2 0.9 1.2 0.410
C -2.446 0.946 7.651 -0.3 0.6 -0.5 0.629
F -3.688 1.302 8.068 0.3 0.0 0.0 -0.304
F -2.554 -0.312 7.144 0.5 -0.1 0.6 -0.344
F -1.677 0.080 9.765 0.3 -0.2 -0.7 -0.315
F -0.187 0.706 8.321 -0.8 0.0 -0.1 -0.211
H -1.230 3.277 11.130 -0.3 -0.1 -0.2 0.405
H -1.290 1.561 11.360 -0.3 0.0 -0.2 0.316
H -3.599 0.797 12.243 0.1 0.1 0.0 0.265
H -2.158 1.621 6.840 0.2 -0.1 0.5 0.345
```
Positions in Å, forces in eV/Å.

Summary:
**Multiplicity**: 1
**Kohn-Sham gap**: 7.6 eV
**Charge**: 0
**SMILES**: CCCO[C@@]1(N=C(C)C)C(=O)O[C@@](I)(CCN)[C@@]1(CCOC(=O)CC)CCC(=O)O.FC(F)C(F)(F)COC(F)(F)C(F)F.FC(F)C(F)(F)COC(F)(F)C(F)F.FC(F)C(F)(F)COC(F)(F)C(F)F.FC(F)C(F)(F)COC(F)(F)C(F)F
**LUMO level**: -0.52 eV
**M**: 1468.68 Da



(2)
# C40H50As2N10O3RuS

C40H50As2N10O3RuS as an isolated structure (ωB97M-V with the def2-TZVPD basis set, OMol25).

```
107
Properties=species:S:1:pos:R:3:forces:R:3:mulliken_charge:R:1
Ru 0.925 1.045 -0.215 -0.8 -0.3 0.2 0.447
C 0.220 -2.324 -0.646 0.0 0.0 0.0 -1.225
O 0.683 -1.317 0.266 0.1 -0.1 0.0 1.274
C 1.765 -1.769 1.104 -0.1 0.0 0.0 0.148
C 3.088 -1.570 0.412 0.1 0.1 0.0 -1.337
O 3.142 -0.223 -0.083 0.1 0.0 0.2 0.970
C 4.487 0.198 -0.354 0.0 -0.1 0.0 -1.415
H -0.237 -3.140 -0.084 0.0 0.0 0.0 0.208
H 1.037 -2.716 -1.253 0.0 0.0 0.0 0.398
H -0.521 -1.861 -1.298 0.0 0.0 0.0 0.074
H 1.627 -2.818 1.371 0.0 0.0 0.0 0.566
H 1.708 -1.180 2.016 0.0 0.0 0.0 -0.461
H 3.228 -2.254 -0.430 0.0 0.0 0.0 0.438
H 3.893 -1.747 1.131 0.0 0.0 0.0 0.531
H 5.041 0.334 0.577 0.0 0.0 0.0 0.463
H 4.443 1.133 -0.911 0.0 0.0 0.0 0.246
H 5.007 -0.549 -0.955 0.0 0.0 0.0 0.476
C 1.568 0.472 5.527 0.0 0.0 -0.1 -1.393
N 1.796 0.884 4.126 0.2 0.1 0.3 0.968
C 0.930 1.097 3.152 -0.1 0.0 -0.1 -0.892
N 1.585 1.388 2.020 0.2 -0.1 0.2 0.483
C 2.894 1.341 2.417 0.0 0.1 0.0 -0.750
N 3.061 1.040 3.674 -0.2 0.0 0.0 -0.988
C 1.446 -1.027 5.639 0.0 0.0 0.0 1.054
C 2.357 -1.762 6.384 0.0 -0.1 0.0 -0.826
C 2.226 -3.145 6.478 0.0 0.0 0.0 -0.775
C 1.197 -3.798 5.821 0.0 0.0 0.1 -1.032
C 0.282 -3.058 5.076 -0.1 -0.2 -0.1 -0.244
C 0.405 -1.680 4.994 0.0 0.1 0.0 0.409
C -0.819 -3.724 4.375 0.3 0.4 0.2 0.632
N -1.111 -4.967 4.296 -0.5 -0.2 -0.3 -0.455
N -2.260 -5.044 3.479 0.5 -0.1 0.3 -0.479
C -2.538 -3.839 3.154 -0.3 0.3 -0.2 0.470
O -1.670 -2.929 3.672 0.0 -0.2 0.0 -0.079
C -3.589 -3.316 2.276 0.1 -0.1 0.1 -0.079
C -4.516 -4.162 1.677 0.0 0.0 0.0 -0.999
C -5.453 -3.628 0.806 0.0 0.0 0.0 -0.845
C -5.447 -2.269 0.507 0.0 -0.1 0.0 -0.747
C -4.522 -1.424 1.111 0.0 0.0 0.0 0.842
C -4.533 0.052 0.785 0.1 0.1 0.0 -1.028
N -3.193 0.655 0.886 -0.3 0.0 0.1 1.076
C -2.029 0.140 0.536 0.2 0.0 0.2 -1.315
N -1.052 0.992 0.847 -0.5 0.0 -0.2 0.909
C -1.732 2.060 1.380 0.2 0.0 0.1 -1.096
N -3.020 1.882 1.435 0.0 -0.1 -0.1 -1.211
C -3.615 -1.952 2.015 0.0 0.1 0.0 -0.119
H 0.678 0.991 5.880 0.0 0.0 0.0 0.329
H 2.427 0.841 6.080 0.0 0.0 0.0 0.424
H -0.137 1.039 3.277 0.0 0.0 0.0 0.560
H 3.723 1.559 1.772 0.0 0.0 0.0 0.547
H 3.168 -1.262 6.899 0.0 0.0 0.0 0.442
H 2.932 -3.712 7.069 0.0 0.0 0.0 0.438
H 1.086 -4.873 5.887 0.0 0.0 0.0 0.585
H -0.339 -1.120 4.439 0.0 0.0 0.0 0.457
H -4.496 -5.221 1.900 0.0 0.0 0.0 0.582
H -6.187 -4.275 0.346 0.0 0.0 0.0 0.446
H -6.175 -1.870 -0.191 0.0 0.0 0.0 0.545
H -5.162 0.629 1.461 0.0 0.0 0.0 0.436
H -4.898 0.208 -0.231 0.0 0.0 0.0 0.344
H -1.912 -0.839 0.111 0.0 0.0 0.0 0.884
H -1.253 2.952 1.752 0.0 0.0 -0.1 0.561
H -2.909 -1.314 2.530 0.0 0.0 0.0 0.883
C 1.091 4.925 -0.935 0.0 0.0 0.0 -1.251
As 2.157 3.316 -0.809 0.1 0.0 -0.2 1.124
C 3.678 3.924 0.216 0.0 0.0 0.1 -1.163
C 2.844 3.085 -2.597 0.1 0.1 0.0 0.189
C 3.547 4.156 -3.145 0.0 0.0 -0.1 -0.741
C 4.099 4.066 -4.413 0.0 0.0 0.0 -0.927
C 3.956 2.896 -5.142 0.0 0.0 0.0 -0.843
C 3.249 1.829 -4.609 0.0 0.1 0.0 -0.885
C 2.684 1.911 -3.335 0.0 0.0 -0.1 0.120
As 1.667 0.368 -2.736 0.2 0.3 0.0 1.216
C 2.901 -1.082 -3.088 0.0 -0.1 0.0 -1.292
C 0.441 0.138 -4.215 0.0 -0.1 0.0 -1.353
H 1.778 5.764 -1.038 0.0 0.0 0.0 0.472
H 0.492 5.057 -0.036 0.0 0.0 0.0 0.433
H 0.442 4.859 -1.804 0.0 0.0 0.0 0.404
H 4.248 4.608 -0.410 0.0 0.0 0.1 0.537
H 4.317 3.102 0.522 0.0 0.0 -0.1 0.248
H 3.312 4.447 1.098 0.0 0.0 0.0 0.457
H 3.670 5.078 -2.589 0.0 0.0 0.0 0.342
H 4.642 4.906 -4.826 0.0 0.0 0.0 0.449
H 4.392 2.813 -6.128 0.0 0.0 0.0 0.467
H 3.143 0.930 -5.203 0.0 0.0 0.0 0.277
H 3.060 -1.130 -4.164 0.0 0.0 0.0 0.648
H 2.481 -2.029 -2.757 0.0 0.0 0.0 0.404
H 3.849 -0.905 -2.593 0.0 0.0 0.0 0.232
H 1.018 -0.201 -5.074 0.0 0.0 0.0 0.707
H -0.027 1.091 -4.436 0.0 0.0 0.0 0.354
H -0.312 -0.604 -3.964 0.0 0.0 0.0 0.328
C -4.949 2.246 -4.872 0.0 -0.1 0.0 -1.420
C -4.053 1.402 -4.033 0.0 0.2 0.0 0.654
C -4.176 0.050 -3.842 0.0 -0.1 0.0 -1.325
C -3.267 -0.594 -3.000 0.0 0.0 0.1 0.912
N -2.274 0.064 -2.377 0.0 0.0 -0.2 0.391
C -2.144 1.367 -2.589 0.2 -0.1 0.3 -0.284
S -0.902 2.338 -1.892 0.1 0.1 -0.2 -0.413
N -3.028 2.018 -3.394 0.0 0.1 -0.1 0.112
C -3.343 -2.064 -2.760 0.1 0.0 0.0 -1.241
H -5.730 1.642 -5.324 0.0 0.0 0.0 0.395
H -4.380 2.736 -5.665 0.0 0.0 0.0 0.381
H -5.416 3.024 -4.264 0.0 0.0 0.0 0.388
H -4.967 -0.496 -4.335 0.0 0.0 0.0 0.507
H -2.901 3.017 -3.516 0.0 0.0 0.0 0.352
H -4.270 -2.493 -3.130 0.0 0.0 0.0 0.471
H -3.240 -2.277 -1.694 0.0 0.0 0.0 0.128
H -2.511 -2.551 -3.275 0.0 0.0 0.0 0.279
```
Positions in Å, forces in eV/Å.

Summary:
**Multiplicity**: 6
**Kohn-Sham gap (alpha / beta)**: 7.0 / 4.9 eV
**Charge**: +3
**⟨S²⟩**: 8.76
**LUMO level (alpha / beta)**: -7.79 / -9.86 eV
**Energy relative to the best compared isomer or geometry (same formula, charge and spin)**: 0.00 kJ/mol
**M**: 1001.89 Da